11
Properties=species:S:1:pos:R:3:forces:R:3:lowdin_charge:R:1 method="wB97M-V/def2-TZVPD" de_lowest_kcal_mol=102.00 gap_ev=9.34 e_lumo_ev=0.54 molar_mass_g_mol=83.1
C -1.678 -0.463 0.022 -0.064 -0.015 0.005 -0.06
C -0.212 -0.242 0.024 0.395 -0.575 -0.089 -0.17
N 0.776 -0.933 -0.114 -0.373 0.496 0.021 -0.11
N 1.990 -0.916 -0.405 -0.195 -0.059 0.104 0.08
N 1.978 1.455 -0.103 -0.977 0.116 0.100 0.06
C 0.810 1.594 0.006 0.891 0.025 -0.075 -0.18
H -2.172 0.219 0.720 0.101 -0.091 -0.098 0.07
H -2.070 -0.258 -0.979 0.061 -0.024 0.127 0.08
H -1.936 -1.492 0.289 0.066 0.142 -0.033 0.08
H 2.541 -1.202 0.409 -0.027 0.011 -0.045 0.08
H -0.033 2.253 0.121 0.119 -0.026 -0.016 0.07


128
Properties=species:S:1:pos:R:3:forces:R:3:lowdin_charge:R:1 method="wB97M-V/def2-TZVPD" de_lowest_kcal_mol=0.00 gap_ev=10.18 smiles="NC(N)=O.NC(N)=O.NC(N)=O.NC(N)=O.CC(C)O.CC(C)O.CC(C)O.CC(C)O.CC(C)O.CC(C)O.CC(C)O.CC(C)O" e_lumo_ev=0.64 molar_mass_g_mol=721.0
C 16.826 9.194 16.422 0.633 0.512 -0.547 -0.05
C 18.055 8.457 15.874 -0.825 -2.099 1.026 -0.54
C 17.829 7.921 14.479 -1.598 1.609 -0.613 -0.05
O 19.219 9.228 15.849 0.309 0.769 -0.524 -0.03
H 16.901 9.321 17.496 0.187 0.219 0.245 0.07
H 15.871 8.674 16.266 0.362 0.239 -0.380 0.07
H 16.924 10.174 15.928 -0.834 -0.051 0.238 0.08
H 18.238 7.643 16.606 -0.086 -0.213 -0.562 0.14
H 18.644 7.379 14.065 0.702 -0.743 0.001 0.06
H 17.755 8.838 13.815 -0.182 -0.922 0.528 0.09
H 16.863 7.356 14.404 0.924 0.402 0.037 0.08
H 19.476 9.366 16.752 0.342 0.266 0.554 0.08
C 14.628 4.872 14.783 2.492 0.791 -0.895 -0.05
C 14.278 5.747 15.910 -1.445 2.894 2.046 -0.49
C 12.784 5.780 16.266 -1.329 0.515 -1.261 -0.05
O 15.017 5.650 17.146 0.337 0.810 -1.010 -0.04
H 14.428 3.830 14.763 -0.848 -0.868 0.327 0.07
H 15.728 4.938 14.711 -0.093 -0.178 -0.011 0.09
H 14.333 5.390 13.876 -0.547 -0.259 -0.298 0.07
H 14.512 6.814 15.617 -0.106 -1.128 -0.045 0.13
H 12.188 5.996 15.336 0.676 -0.160 0.660 0.06
H 12.431 6.583 16.957 0.900 -0.680 -0.190 0.08
H 12.405 4.813 16.595 0.141 -0.127 0.313 0.08
H 15.027 4.762 17.443 -0.057 -1.433 0.443 0.06
C 6.335 13.488 13.971 -0.787 0.970 -0.643 -0.06
C 7.197 12.284 13.905 0.837 -0.436 0.080 -0.47
C 6.766 11.358 12.772 -0.030 0.751 -0.714 -0.05
O 8.571 12.725 13.729 -1.301 -0.578 0.078 -0.12
H 5.289 13.188 14.044 -0.071 0.000 -0.132 0.08
H 6.494 13.961 12.995 -0.362 0.317 0.046 0.09
H 6.480 14.265 14.731 0.577 -0.542 0.064 0.08
H 7.125 11.684 14.791 0.142 -0.113 0.958 0.13
H 5.670 11.334 12.621 0.524 -0.193 0.311 0.09
H 7.188 10.374 12.880 -0.065 -0.546 0.224 0.07
H 7.203 11.746 11.854 -0.076 0.171 -0.244 0.08
H 9.153 12.065 14.141 0.289 -0.089 0.085 0.04
C 9.294 5.548 12.962 0.441 -0.455 -0.067 -0.05
C 10.839 5.758 13.020 -0.790 0.619 0.192 -0.41
C 11.587 5.278 11.726 -1.783 0.098 0.284 -0.04
O 11.017 7.172 13.369 -1.968 -1.427 -0.330 -0.09
H 8.706 6.059 12.168 0.853 0.130 0.504 0.09
H 8.835 5.739 13.945 0.222 0.147 -0.470 0.05
H 9.147 4.490 12.769 -0.120 -0.319 0.032 0.07
H 11.218 5.214 13.912 -0.252 -0.202 -0.763 0.11
H 11.223 4.310 11.336 -0.115 0.145 0.747 0.08
H 12.630 5.130 11.915 0.743 0.448 -0.159 0.05
H 11.313 5.932 10.886 0.618 0.305 0.295 0.08
H 11.918 7.423 13.295 1.964 0.359 -0.383 0.00
C 10.050 15.264 8.117 1.255 -0.197 -0.438 -0.05
C 11.578 15.008 8.329 -1.097 0.687 0.591 -0.44
C 12.275 16.377 8.472 0.720 0.011 -0.448 -0.07
O 11.740 14.224 9.533 0.298 -0.362 -1.545 -0.12
H 9.402 14.406 8.303 0.317 -0.123 -0.090 0.07
H 9.950 15.593 7.079 -0.429 0.173 0.154 0.07
H 9.785 16.051 8.812 -0.304 0.238 -0.007 0.07
H 12.034 14.494 7.448 -0.395 -0.038 0.823 0.13
H 12.078 16.924 9.387 -0.648 -0.275 0.335 0.06
H 12.023 17.074 7.647 0.200 -0.578 0.202 0.09
H 13.361 16.235 8.525 -0.083 -0.005 -0.386 0.08
H 11.679 14.839 10.279 0.204 0.274 0.662 0.02
C 14.422 14.701 18.366 -2.534 -1.201 -0.207 -0.05
C 14.280 14.863 16.843 1.087 -0.085 0.592 -0.47
C 15.163 13.912 16.010 1.646 1.154 1.927 -0.04
O 12.927 14.631 16.539 -0.457 0.224 -0.183 -0.07
H 13.380 14.639 18.754 0.311 1.015 -0.244 0.08
H 14.920 15.526 18.776 0.783 0.895 0.892 0.05
H 14.685 13.760 18.821 1.287 -0.553 -0.533 0.07
H 14.594 15.947 16.719 -0.597 -1.025 -0.662 0.14
H 14.883 13.795 15.001 -0.660 -0.020 -1.243 0.05
H 15.267 12.937 16.491 -0.222 0.033 -0.098 0.07
H 16.175 14.376 15.999 -0.393 -0.491 -0.062 0.09
H 12.860 14.664 15.582 -0.283 0.043 -0.228 0.08
C 9.473 9.030 18.072 -0.155 0.334 -0.929 -0.04
C 9.669 8.009 16.937 -0.614 -0.578 0.159 -0.47
C 8.356 7.234 16.600 1.469 -0.217 1.179 -0.03
O 10.223 8.592 15.770 -0.127 0.440 -0.154 -0.08
H 9.117 8.478 18.923 0.056 -0.369 0.599 0.06
H 8.591 9.687 17.821 1.299 -0.081 0.101 0.10
H 10.429 9.558 18.357 -1.284 -0.330 -0.492 0.08
H 10.389 7.255 17.235 0.170 -0.203 0.528 0.11
H 8.054 6.659 17.516 0.354 -0.021 -1.098 0.10
H 8.535 6.656 15.682 -0.249 -0.207 0.674 0.05
H 7.563 7.904 16.423 -1.004 1.042 -0.429 0.05
H 10.497 7.879 15.166 -0.046 0.216 -0.332 0.07
C 12.359 10.979 16.588 -0.914 -1.432 -0.310 -0.03
C 11.662 11.693 15.312 1.187 -0.324 1.083 -0.38
C 12.433 11.454 13.954 -0.497 -0.828 1.330 -0.03
O 10.265 11.332 15.305 1.018 -1.167 -0.508 -0.11
H 13.391 11.184 16.801 0.705 0.429 -0.675 0.04
H 12.271 9.851 16.559 0.274 0.990 -0.978 0.07
H 11.934 11.041 17.598 -0.778 1.214 -0.403 0.05
H 11.669 12.793 15.399 -0.038 -0.498 0.418 0.09
H 12.593 10.363 13.713 -0.046 1.147 0.249 0.08
H 13.355 12.047 13.923 0.172 -0.523 0.413 0.07
H 11.857 11.953 13.207 -0.721 -0.037 -0.739 0.03
H 10.247 10.333 15.293 -0.216 0.816 0.230 0.08
C 14.318 8.244 11.948 0.358 0.524 -0.156 -0.65
O 13.577 7.945 12.890 0.346 -0.332 0.007 -0.02
N 15.279 9.202 12.035 0.223 0.132 0.320 0.17
N 14.199 7.634 10.712 0.557 0.813 -0.066 0.17
H 15.356 9.734 11.175 0.466 0.209 0.018 0.06
H 15.486 9.649 12.935 -0.519 -0.414 -0.767 0.11
H 13.270 7.270 10.716 -0.409 -0.524 -0.911 0.07
H 14.610 8.057 9.833 -0.927 -0.489 1.781 0.12
C 13.731 11.157 9.585 0.169 1.172 0.165 -0.61
O 14.627 10.321 9.474 0.047 -0.123 -0.324 -0.03
N 12.946 11.220 10.730 -0.252 1.511 -2.415 0.18
N 13.546 12.155 8.633 0.526 -2.643 1.734 0.18
H 12.059 11.693 10.504 0.460 -0.634 1.017 0.11
H 13.015 10.408 11.295 -0.489 -0.482 0.522 0.06
H 12.873 12.875 8.803 -0.175 0.651 -0.250 0.04
H 14.119 11.941 7.841 -0.173 0.726 -0.498 0.10
C 9.504 15.341 16.292 -0.935 0.439 -1.552 -0.66
O 9.058 15.806 15.244 -0.166 0.262 0.334 -0.01
N 10.094 16.096 17.238 -0.058 -0.203 1.465 0.16
N 9.409 13.994 16.559 1.464 0.356 0.819 0.18
H 10.117 15.586 18.143 0.243 1.393 -0.757 0.12
H 9.991 17.117 17.169 0.060 -1.103 0.295 0.13
H 9.302 13.510 15.687 -0.326 -0.508 -0.401 0.05
H 10.303 13.732 16.992 -0.589 -0.509 -0.007 0.09
C 10.766 15.752 12.472 -1.946 -2.875 -0.345 -0.67
O 11.643 15.850 11.638 1.714 0.325 -0.718 0.01
N 10.012 16.761 12.823 -1.680 3.479 1.345 0.17
N 10.317 14.500 12.916 -0.210 0.028 -0.262 0.14
H 10.255 17.694 12.496 0.229 -0.646 0.017 0.12
H 9.289 16.769 13.557 0.907 -0.703 -0.456 0.09
H 9.362 14.424 13.364 1.744 0.138 -0.774 0.08
H 10.490 13.786 12.182 -0.226 0.698 1.026 0.10


23
Properties=species:S:1:pos:R:3:forces:R:3:lowdin_charge:R:1 method="wB97M-V/def2-TZVPD" charge=-1 de_lowest_kcal_mol=0.00 gap_ev=6.29 e_lumo_ev=2.24 molar_mass_g_mol=308.0
Tl -0.340 0.364 -0.200 0.677 3.881 3.176 1.12
B -0.405 2.386 1.286 1.587 3.299 -1.406 -0.43
H -1.179 1.690 1.002 -4.034 -0.114 -2.152 -0.07
H -0.204 3.025 0.440 1.355 3.008 -3.145 -0.03
H -0.818 2.979 2.088 -2.326 2.082 2.839 0.01
H 0.376 1.767 1.700 2.308 0.718 0.329 -0.07
B 1.925 0.711 -0.297 1.015 -0.558 0.357 -0.37
H 2.935 1.085 -0.238 3.528 1.370 0.082 0.01
H 1.784 -0.324 -0.568 0.934 -3.835 -0.993 -0.03
H 1.506 0.777 0.695 -0.564 0.583 3.322 -0.06
H 1.355 1.281 -1.015 -1.845 2.870 -3.259 -0.02
B -0.317 -0.013 2.036 0.585 -2.541 2.116 -0.48
H 0.593 0.561 2.122 2.732 -0.199 1.103 -0.04
H -1.064 0.578 1.528 -3.070 -0.786 1.026 -0.08
H -0.216 -0.951 1.512 1.106 -4.212 -1.548 -0.02
H -0.687 -0.334 2.997 -1.832 -1.193 3.442 0.01
C -0.855 -2.678 -2.566 0.250 -1.356 -0.869 0.01
C -0.545 -1.585 -1.589 -1.935 -2.391 -0.623 -0.66
O -1.219 -1.606 -0.520 -0.319 -0.471 -1.086 -0.01
O 0.224 -0.633 -1.875 -0.835 -1.664 -3.098 -0.05
H -0.086 -3.443 -2.671 0.850 0.659 -0.325 0.09
H -1.116 -2.249 -3.533 0.410 0.009 -0.071 0.09
H -1.648 -3.389 -2.333 -0.580 0.842 0.784 0.08